{
  "formula": "C41H116O17",
  "method": "wB97M-V/def2-TZVPD",
  "species": ["C", "O", "H", "H", "H", "H", "C", "O", "H", "H", "H", "H", "C", "O", "H", "H", "H", "H", "C", "O", "H", "H", "H", "H", "C", "O", "H", "H", "H", "H", "C", "C", "C", "O", "H", "H", "H", "H", "H", "H", "H", "H", "C", "C", "C", "O", "H", "H", "H", "H", "H", "H", "H", "H", "C", "C", "C", "O", "H", "H", "H", "H", "H", "H", "H", "H", "C", "C", "C", "O", "H", "H", "H", "H", "H", "H", "H", "H", "C", "C", "C", "O", "H", "H", "H", "H", "H", "H", "H", "H", "C", "C", "C", "O", "H", "H", "H", "H", "H", "H", "H", "H", "C", "C", "C", "O", "H", "H", "H", "H", "H", "H", "H", "H", "C", "C", "C", "O", "H", "H", "H", "H", "H", "H", "H", "H", "C", "C", "C", "O", "H", "H", "H", "H", "H", "H", "H", "H", "C", "C", "C", "O", "H", "H", "H", "H", "H", "H", "H", "H", "C", "C", "C", "O", "H", "H", "H", "H", "H", "H", "H", "H", "C", "C", "C", "O", "H", "H", "H", "H", "H", "H", "H", "H"],
  "positions_angstrom": [[23.13198, 2.19944, -12.66623], [24.24707, 2.64532, -13.44158], [22.38087, 2.95098, -12.42311], [22.53740, 1.43214, -13.16205], [23.61380, 1.68166, -11.83685], [23.85747, 2.62180, -14.31866], [22.17101, -3.35769, -14.69712], [21.35542, -3.44091, -15.81884], [21.64313, -3.75999, -13.83249], [23.05543, -3.99417, -14.72526], [22.43152, -2.31648, -14.50711], [20.90283, -2.61103, -15.98632], [22.68409, -7.22461, -14.38177], [21.95029, -6.54663, -13.34983], [22.42525, -8.24133, -14.67740], [22.70603, -6.65967, -15.31368], [23.71542, -7.31211, -14.04003], [21.09388, -6.38625, -13.75288], [22.80030, -6.94975, -9.86119], [22.05392, -6.14729, -10.70172], [22.64487, -6.62085, -8.83368], [22.58935, -8.00666, -10.02412], [23.85422, -6.78030, -10.08172], [22.16215, -6.54718, -11.56773], [19.37833, -8.30822, -15.76469], [19.99451, -7.02020, -15.52951], [20.00114, -9.06018, -16.24922], [19.02882, -8.69973, -14.80937], [18.48047, -8.15384, -16.36312], [19.35140, -6.30807, -15.49962], [21.35442, -2.13649, -20.74160], [20.16419, -2.71348, -21.60876], [18.75460, -2.24771, -21.22749], [20.47645, -2.34187, -22.88822], [21.20037, -1.05910, -20.68149], [22.37992, -2.26991, -21.08604], [21.39168, -2.61760, -19.76423], [20.26927, -3.79840, -21.61220], [18.07221, -3.09768, -21.22750], [18.32753, -1.63664, -22.02266], [18.76320, -1.73500, -20.26564], [21.17861, -2.87686, -23.26551], [29.89392, -2.63309, -16.54682], [29.02731, -2.52627, -15.32797], [28.72360, -1.13117, -14.88304], [27.73409, -2.87610, -15.80928], [29.48356, -2.03136, -17.35776], [29.96285, -3.67702, -16.85272], [30.94366, -2.41959, -16.34540], [29.27120, -3.19953, -14.50618], [29.62896, -0.75029, -14.41044], [27.87695, -0.87237, -14.24720], [28.54005, -0.52503, -15.77017], [27.53473, -2.22272, -16.48380], [24.18304, -2.60560, -18.21570], [25.42144, -2.78366, -19.18002], [25.20183, -2.04772, -20.52166], [26.57442, -2.25972, -18.54183], [23.76106, -1.60629, -18.10892], [24.45361, -2.91525, -17.20624], [23.38441, -3.27006, -18.54553], [25.63395, -3.81791, -19.45066], [24.67184, -1.09933, -20.43347], [24.64479, -2.64452, -21.24391], [26.13867, -1.89841, -21.05846], [27.25183, -2.18872, -19.21835], [19.08408, -4.22244, -10.16014], [19.73655, -3.07742, -10.90171], [19.49581, -1.63175, -10.49088], [21.08609, -3.22544, -10.75811], [19.59005, -5.15346, -10.41567], [18.01258, -4.28862, -10.34890], [19.09216, -4.01673, -9.08976], [19.55432, -3.20511, -11.96876], [18.45310, -1.34355, -10.62419], [19.92570, -0.79223, -11.03726], [19.66042, -1.39689, -9.43929], [21.35747, -4.12536, -10.95330], [14.88349, 0.69423, -19.11422], [15.68300, -0.56063, -18.91888], [16.95495, -0.34744, -18.07670], [14.82848, -1.52739, -18.30856], [14.56413, 1.21846, -18.21351], [13.91529, 0.48546, -19.56930], [15.40559, 1.42235, -19.73499], [15.95968, -0.97955, -19.88638], [17.65562, -1.17192, -18.20860], [16.61049, -0.32434, -17.04282], [17.58281, 0.53590, -18.19331], [14.23627, -1.03515, -17.73533], [25.14699, -3.79120, -11.51529], [25.40570, -3.42914, -12.94970], [25.23297, -1.87773, -13.28900], [26.73095, -3.79155, -13.21758], [25.64843, -3.19848, -10.75022], [25.16567, -4.84739, -11.24655], [24.11893, -3.42908, -11.50777], [24.75259, -4.06824, -13.54392], [24.56480, -1.32921, -12.62509], [24.94955, -1.69806, -14.32606], [26.18873, -1.35837, -13.21905], [26.82459, -3.81483, -14.17272], [24.93935, 2.99079, -17.24259], [24.14128, 1.75523, -17.01538], [24.88217, 0.48980, -16.49019], [23.11497, 2.13394, -16.11339], [25.02286, 3.48853, -16.27647], [24.50592, 3.68560, -17.96196], [25.85686, 2.66637, -17.73354], [23.73776, 1.52558, -18.00155], [25.37578, 0.59253, -15.52380], [25.75494, 0.29186, -17.11243], [24.36736, -0.45716, -16.32789], [22.53343, 2.72568, -16.59637], [18.80791, -4.48284, -17.72827], [18.00619, -4.29816, -16.43023], [16.79439, -5.23619, -16.35440], [18.95884, -4.67440, -15.46549], [19.15905, -5.51322, -17.78426], [19.52550, -3.66276, -17.75331], [18.27576, -4.41151, -18.67686], [17.55320, -3.30974, -16.35334], [16.32767, -5.14170, -15.37391], [16.87686, -6.29974, -16.57837], [16.05878, -4.83108, -17.04928], [19.69189, -4.06590, -15.58364], [27.28346, -7.14525, -16.64001], [27.16397, -8.40511, -15.88693], [25.89167, -9.10828, -16.34269], [28.21803, -9.20060, -16.10986], [26.90793, -7.27295, -17.65527], [28.32408, -6.82142, -16.65848], [26.66230, -6.33021, -16.26856], [27.10035, -8.23756, -14.81176], [25.85768, -10.07753, -15.84519], [25.91990, -9.31980, -17.41160], [25.00914, -8.52688, -16.07586], [28.51306, -8.88715, -16.96794], [23.65135, -5.91436, -20.30312], [23.68783, -7.30546, -19.60271], [22.26715, -7.80774, -19.31842], [24.44510, -8.35306, -20.29370], [23.05667, -6.03766, -21.20824], [24.67825, -5.59850, -20.48698], [23.12226, -5.18373, -19.69128], [24.12835, -7.03076, -18.64428], [21.72411, -7.03816, -18.76983], [22.28276, -8.72837, -18.73506], [21.78588, -8.01181, -20.27489], [25.38853, -8.17959, -20.25534], [16.73800, -9.88016, -10.96575], [17.78029, -9.64591, -12.06616], [18.12392, -8.13231, -12.03748], [18.88997, -10.42878, -11.81163], [16.13057, -8.98732, -10.81756], [17.09382, -10.05227, -9.94994], [16.03313, -10.67749, -11.20139], [17.35314, -9.82262, -13.05329], [17.30142, -7.62925, -12.54593], [19.05012, -7.81547, -12.51691], [18.24777, -7.73213, -11.03119], [19.11163, -10.24500, -10.89584], [18.74451, 1.07800, -15.26832], [19.57617, -0.19124, -15.03670], [19.06107, -1.16250, -13.94916], [19.72759, -0.83139, -16.32497], [17.71216, 0.89884, -15.56874], [19.14849, 1.62505, -16.12016], [18.70098, 1.69570, -14.37129], [20.61804, 0.08810, -14.87993], [18.22578, -1.62224, -14.47740], [18.66821, -0.59201, -13.10756], [19.79088, -1.94879, -13.75618], [19.76738, -0.13406, -16.98356]],
  "forces_ev_per_angstrom": [[0.6, -1.0, 0.2], [-1.2, 0.0, -0.1], [0.5, 0.5, 0.5], [0.2, -0.3, -0.5], [-0.6, 0.4, 0.6], [0.5, 0.2, -0.7], [0.0, 0.2, 1.5], [-0.4, -0.6, -1.4], [-0.2, 0.2, 0.4], [0.1, 0.2, -0.8], [0.3, -0.1, 0.2], [0.2, 0.6, -0.1], [1.2, 0.3, -0.1], [0.4, -0.9, -1.0], [-0.9, -0.1, 0.5], [-0.2, 0.3, 0.1], [0.1, 0.2, 0.2], [-0.6, 0.0, -0.1], [1.0, 0.1, 0.6], [-0.9, 0.5, -0.3], [-0.2, -0.4, 0.1], [-0.1, -0.2, 0.4], [0.4, -0.2, 0.2], [-0.3, 0.4, -0.8], [-0.8, 1.2, 0.7], [1.0, -2.0, -0.3], [0.4, 0.5, 0.0], [0.1, -0.3, 0.1], [0.0, -0.2, -0.3], [-0.4, 0.4, -0.1], [-1.2, -0.3, 0.6], [2.3, -0.5, 1.4], [0.3, -0.5, -0.4], [-0.5, 1.2, -3.0], [0.0, 0.1, 0.4], [-0.3, -0.3, -0.9], [-0.4, 0.4, 0.4], [-0.5, -0.3, 0.7], [0.1, -0.1, 0.5], [0.4, 0.5, 0.1], [-0.2, 0.0, -0.1], [0.0, 0.0, 0.2], [1.5, -0.6, 0.4], [-2.3, 0.5, -0.4], [2.1, 1.8, 0.5], [-1.1, -2.0, -0.1], [0.2, 0.1, 0.0], [-0.5, -0.1, -0.2], [0.1, 0.7, -0.1], [0.1, 0.0, -0.1], [0.0, 0.6, 0.1], [0.1, -1.1, 0.2], [0.2, 0.1, -0.3], [-0.5, -0.2, -0.3], [1.0, -1.0, -0.5], [-1.2, 1.3, -0.3], [-0.2, -0.4, -0.2], [0.1, 0.3, 0.4], [0.4, 0.1, -0.5], [0.1, -0.2, 0.0], [0.0, 0.0, 0.0], [-0.4, -0.3, 0.5], [0.2, 0.1, 0.2], [-0.3, -0.2, 0.2], [0.3, 0.2, 0.2], [0.2, 0.0, 0.0], [-1.4, 0.9, 0.6], [0.0, 0.4, -0.7], [-2.1, 0.8, 0.5], [3.0, 0.1, 0.3], [-0.1, 0.0, 0.1], [-0.1, -0.2, -0.5], [0.6, -0.3, 0.2], [-0.8, 0.2, -0.3], [-0.6, -0.4, 0.1], [1.0, -0.7, -0.4], [0.4, -0.5, 0.1], [0.2, -0.4, 0.1], [-0.6, 0.9, -0.5], [0.3, 0.4, 0.1], [-0.2, -0.5, 0.4], [0.4, -0.3, 0.0], [0.6, -0.1, 0.6], [0.1, -0.3, -0.5], [0.0, 0.0, 0.0], [-0.1, 0.0, -0.1], [-0.2, -0.3, 0.2], [0.2, -0.2, 0.2], [-0.5, 0.4, -0.6], [-0.1, -0.1, 0.2], [-1.7, 1.2, 0.2], [1.1, 1.0, 0.2], [0.1, -0.8, 0.2], [0.8, -0.5, -0.5], [0.4, 0.0, -0.3], [0.2, 0.1, -0.4], [-0.6, -0.4, 1.0], [-0.3, 0.2, -0.2], [-0.3, -0.3, 0.0], [-0.3, -0.3, 0.0], [0.2, -0.4, 0.4], [0.4, 0.2, -0.4], [1.2, -0.1, -0.3], [-0.2, -1.1, -0.1], [1.0, 0.7, 0.4], [-1.0, -0.7, 0.4], [0.8, 0.1, -0.2], [-0.5, -0.1, 0.1], [0.6, 0.5, 0.5], [-0.5, -0.6, 0.0], [-0.2, 0.9, 0.4], [-0.2, -0.1, -0.5], [-0.7, 0.4, -0.6], [-0.2, 0.2, 0.1], [-1.2, 0.5, -0.8], [-0.5, -2.2, -1.7], [-0.6, 0.7, 0.1], [-1.3, 0.8, 1.4], [0.8, 0.3, 0.5], [0.7, -0.6, -0.1], [-0.7, 0.4, 0.1], [0.6, 0.4, 0.4], [0.1, -0.1, 0.2], [0.7, 0.0, -0.1], [-0.1, -0.1, -0.2], [1.0, -0.2, 0.2], [0.0, 1.8, -0.5], [-3.3, 0.6, 1.0], [-0.1, -0.5, 0.7], [2.8, -1.5, -0.9], [0.3, -0.2, -0.3], [0.0, 0.3, 0.0], [0.1, 0.0, 0.3], [-0.1, 0.2, 0.2], [-0.3, 0.0, 0.1], [0.0, 0.2, -0.1], [-0.2, 0.0, -0.1], [0.7, -0.7, -0.2], [-0.2, -1.5, -0.3], [0.0, 0.6, 0.4], [0.8, -0.1, -0.5], [-1.1, 1.0, 0.5], [0.3, 0.3, -0.4], [-0.2, 0.2, -0.3], [0.2, -0.1, 0.2], [0.5, -0.7, 0.3], [-0.1, -0.1, 0.0], [0.0, 0.0, 0.0], [-0.2, 0.0, 0.0], [0.0, 0.3, 0.1], [-1.4, 0.3, -0.2], [-0.5, 2.1, 1.3], [0.0, 0.0, -0.2], [1.0, -0.9, -0.4], [-0.2, 0.1, -0.3], [0.7, -0.2, -0.2], [0.2, -0.2, 0.0], [0.3, -0.6, 0.0], [0.0, 0.4, 0.2], [0.1, -0.5, -0.5], [-0.4, -0.2, 0.3], [0.3, -0.2, 0.1], [-0.2, -0.4, 0.4], [0.7, 0.8, -0.4], [-0.3, 0.7, -2.3], [-0.6, -1.3, 0.1], [-0.1, -0.5, 0.2], [0.4, 0.3, 0.2], [0.2, 0.2, -0.1], [0.0, 0.5, 1.0], [-0.4, -0.4, 0.4], [0.4, -0.4, 0.2], [-0.1, 0.3, 0.5], [0.1, -0.1, -0.1]],
  "mulliken_charge": [-0.2293, -0.5243, 0.3166, -0.1643, 0.3073, 0.2875, -0.4936, -0.1608, 0.1072, -0.0375, 0.2907, -0.2643, -1.0327, -0.3474, 0.4181, 0.2651, 0.4281, -0.1076, -0.7110, -0.1505, 0.2581, 0.2782, 0.2197, 0.3735, -0.7414, 0.2012, 0.3063, 0.0727, 0.2690, 0.2322, -0.6956, 0.6359, -1.0766, -0.5993, 0.3149, 0.0333, -0.0126, 0.2098, 0.3450, 0.4848, 0.0317, 0.3440, -1.1837, 0.3480, -1.1114, 0.0123, 0.1745, 0.3082, 0.4000, 0.4348, 0.3772, 0.1599, 0.3217, -0.0638, 0.0126, 0.4515, -1.4881, -0.3616, 0.2290, 0.1162, -0.2413, -0.0711, 0.3093, 0.2350, 0.5182, 0.2574, -1.2278, 1.8750, -1.7195, -0.4812, 0.2503, 0.3639, 0.3335, -0.6171, 0.4386, 0.3376, 0.3916, 0.2069, -1.6278, 0.5956, -0.6412, -0.5532, 0.3699, 0.4476, 0.3712, 0.1638, -0.1939, 0.1277, 0.5552, 0.3537, -1.4369, 1.7255, -1.0751, -0.6633, 0.4051, 0.3081, 0.1903, -0.3352, 0.5260, -0.1984, 0.3004, 0.1302, -1.4573, 0.5889, -0.8395, -0.4830, 0.2687, 0.3987, 0.3770, 0.3049, 0.5697, 0.3016, -0.2401, 0.2579, -0.8338, 0.7847, -1.7948, -0.1354, 0.0838, 0.1561, 0.3897, -0.0115, 0.4403, 0.2527, 0.4563, 0.2018, -1.4127, 0.5004, -0.9370, -0.5781, 0.2935, 0.4541, 0.3530, 0.2919, 0.3925, 0.2216, 0.0913, 0.3427, -0.8086, 0.8716, -1.3487, -0.6378, 0.3424, 0.2720, 0.0556, 0.0391, 0.1493, 0.3826, 0.4049, 0.3405, -1.2676, 0.2404, -1.1243, -0.5569, 0.3301, 0.3786, 0.3164, 0.3912, 0.3712, 0.1251, 0.4825, 0.3684, -1.8651, 0.8152, -0.3184, -0.1496, 0.2996, 0.4856, 0.4541, 0.1430, 0.1179, 0.4150, -0.3881, -0.0016],
  "homo_ev": -9.4,
  "e_above_lowest_ev": 2.292,
  "lumo_ev": 0.01,
  "multiplicity": 1,
  "total_energy_ha": -2910.5210
}